Record 1
50
Properties=species:S:1:pos:R:3:forces:R:3 method="wB97M-V/def2-TZVPD" smiles="Cc1ccc(-c2csc(=S)n2CC(=O)OCC(=O)N[C@@H](C)C(C)C)cc1" e_above_lowest_kcal_mol=0.00 homo_lumo_gap_ha=0.3090 charge=0
C -1.299 -4.798 0.249 0.024 -0.012 -0.017
C -2.041 -3.505 0.115 -0.051 0.058 0.023
C -2.109 -2.860 -1.117 -0.059 -0.028 0.024
C -2.765 -1.653 -1.253 -0.010 0.006 0.079
C -3.362 -1.053 -0.147 -0.059 -0.233 0.026
C -4.010 0.257 -0.291 -0.602 -0.279 -0.634
C -5.017 0.563 -1.131 0.124 0.215 0.213
S -5.482 2.231 -1.000 0.583 -0.138 0.435
C -4.244 2.506 0.210 -0.285 0.118 -0.101
S -3.922 3.935 0.944 -0.116 0.601 0.073
N -3.588 1.339 0.457 -0.077 0.181 -0.106
C -2.430 1.299 1.311 0.319 -0.091 0.234
C -1.254 0.681 0.574 -0.122 0.174 -0.137
O -0.983 0.907 -0.580 -0.061 0.067 0.022
O -0.570 -0.130 1.368 -0.025 0.143 0.394
C 0.524 -0.859 0.809 0.469 -0.230 -0.225
C 1.848 -0.063 0.832 -0.948 -0.276 -0.164
O 2.773 -0.416 1.530 0.430 -0.187 0.310
N 1.840 0.997 0.012 -0.066 0.474 -0.366
C 2.950 1.937 -0.125 0.339 -0.216 0.367
C 3.211 2.610 1.222 -0.028 0.023 -0.200
C 4.191 1.223 -0.694 -0.090 0.144 -0.272
C 5.351 2.197 -0.886 -0.157 -0.209 0.157
C 3.849 0.561 -2.029 0.082 -0.039 0.307
C -3.321 -1.705 1.081 -0.073 0.053 -0.148
C -2.667 -2.916 1.206 0.043 -0.052 -0.021
H -1.639 -5.512 -0.499 0.018 -0.093 -0.014
H -1.441 -5.229 1.236 0.025 -0.072 0.046
H -0.232 -4.637 0.093 0.079 -0.061 0.013
H -1.637 -3.311 -1.978 0.050 -0.053 -0.104
H -2.797 -1.152 -2.208 0.036 0.081 -0.076
H -5.532 -0.092 -1.802 -0.039 -0.279 -0.095
H -2.618 0.747 2.234 -0.004 0.115 -0.113
H -2.195 2.344 1.565 0.013 -0.266 -0.036
H 0.637 -1.742 1.439 0.039 0.174 -0.099
H 0.279 -1.148 -0.219 -0.019 0.002 0.148
H 1.015 1.163 -0.548 0.008 -0.173 0.121
H 2.618 2.692 -0.846 0.024 -0.074 -0.001
H 3.617 1.888 1.924 0.050 -0.022 0.083
H 3.907 3.435 1.110 0.088 0.111 0.029
H 2.278 3.001 1.623 -0.044 0.062 0.048
H 4.487 0.450 0.019 -0.041 0.060 -0.005
H 5.716 2.571 0.065 0.085 0.109 0.074
H 6.174 1.694 -1.387 0.110 0.003 -0.058
H 5.043 3.042 -1.500 -0.001 0.155 -0.099
H 3.050 -0.167 -1.912 -0.064 -0.067 -0.075
H 4.721 0.045 -2.425 0.073 -0.057 -0.097
H 3.535 1.309 -2.755 -0.050 0.088 -0.141
H -3.815 -1.272 1.939 -0.030 0.069 0.089
H -2.641 -3.408 2.167 0.007 -0.075 0.093

Record 2
47
Properties=species:S:1:pos:R:3:forces:R:3 method="wB97M-V/def2-TZVPD" smiles="CCCN(Cc1ccccc1)C(=S)Nc1ccc(OCC)cc1" e_above_lowest_kcal_mol=18.73 homo_lumo_gap_ha=0.3090 charge=0
C 4.496 1.029 -1.533 0.083 -0.186 0.068
C 4.651 -0.342 -0.885 -0.238 0.072 -0.126
C 3.484 -1.302 -1.143 0.641 -0.190 -0.033
N 2.265 -0.978 -0.426 -0.339 -0.041 0.180
C 1.328 -0.080 -1.074 -0.315 0.136 -0.246
C 0.788 1.018 -0.191 -0.028 0.218 -0.105
C -0.494 1.502 -0.420 0.186 -0.001 -0.079
C -1.006 2.529 0.351 -0.064 0.104 -0.030
C -0.244 3.080 1.367 -0.112 0.059 0.036
C 1.034 2.605 1.600 0.087 0.011 0.043
C 1.550 1.583 0.822 0.003 0.058 -0.062
C 2.115 -1.438 0.834 0.091 -0.046 0.261
S 3.374 -2.100 1.693 0.430 -0.304 0.457
N 0.923 -1.306 1.487 0.109 0.080 0.195
C -0.379 -1.390 0.987 -0.547 -0.065 -0.181
C -0.691 -2.147 -0.141 -0.020 0.017 0.269
C -1.986 -2.189 -0.611 -0.244 0.146 0.000
C -3.008 -1.495 0.038 0.222 -0.058 -0.044
O -4.243 -1.608 -0.526 0.215 -0.157 -0.086
C -5.311 -0.826 -0.033 -0.269 0.338 0.065
C -5.198 0.643 -0.432 0.100 -0.401 0.049
C -2.705 -0.787 1.198 -0.316 -0.104 -0.050
C -1.405 -0.740 1.663 0.257 -0.209 -0.128
H 5.406 1.607 -1.389 0.030 0.128 -0.020
H 4.326 0.932 -2.604 -0.038 0.072 -0.132
H 3.674 1.590 -1.096 -0.098 0.115 0.002
H 5.553 -0.818 -1.276 0.045 -0.058 0.043
H 4.779 -0.235 0.192 0.053 -0.105 -0.027
H 3.792 -2.301 -0.822 -0.102 0.123 -0.151
H 3.252 -1.336 -2.211 -0.052 0.016 0.011
H 0.483 -0.640 -1.498 0.161 0.179 -0.037
H 1.861 0.384 -1.909 -0.035 -0.106 0.071
H -1.095 1.065 -1.204 -0.098 -0.106 -0.069
H -2.003 2.897 0.161 -0.095 0.027 -0.013
H -0.646 3.877 1.975 -0.035 0.070 0.052
H 1.635 3.030 2.391 0.053 0.036 0.069
H 2.547 1.217 1.020 0.119 -0.094 0.036
H 1.014 -1.398 2.490 0.129 -0.097 -0.223
H 0.082 -2.722 -0.629 0.088 -0.025 -0.065
H -2.237 -2.768 -1.486 -0.031 -0.072 -0.103
H -6.201 -1.268 -0.491 0.094 0.049 0.149
H -5.399 -0.929 1.056 -0.008 -0.057 -0.099
H -4.299 1.089 -0.013 0.039 0.101 0.030
H -6.066 1.188 -0.073 -0.083 0.096 0.040
H -5.150 0.727 -1.515 -0.013 0.035 -0.090
H -3.469 -0.266 1.751 -0.101 0.063 0.010
H -1.177 -0.179 2.557 0.045 0.135 0.064

Record 3
53
Properties=species:S:1:pos:R:3:forces:R:3 method="wB97M-V/def2-TZVPD" e_above_lowest_kcal_mol=0.00 homo_lumo_gap_ha="0.2573 / 0.2617" spin_multiplicity=3 charge=0
Ni 1.116 1.428 0.828 -0.459 -0.265 0.488
N -0.129 1.340 2.530 -0.178 -0.175 -0.279
C -0.582 -0.068 2.467 0.055 0.049 0.236
C -1.494 -0.517 3.616 -0.065 -0.070 -0.230
C -2.950 -0.797 3.209 0.128 -0.112 -0.030
C -3.197 -1.867 2.127 0.118 0.096 0.075
N -2.536 -3.148 2.420 0.122 0.247 0.172
C -1.505 -3.691 1.780 -0.421 0.012 0.012
N -0.895 -4.765 2.338 0.163 0.160 0.009
N -1.173 -3.327 0.554 0.270 0.092 -0.011
C 0.711 -0.909 2.318 -0.184 -0.190 -0.053
O 0.770 -2.024 2.840 -0.196 -0.279 -0.074
O 1.613 -0.371 1.605 0.197 0.265 -0.265
H 0.410 1.490 3.377 0.026 0.163 -0.023
H -0.894 2.005 2.514 -0.035 -0.022 -0.005
H -1.100 -0.165 1.508 0.043 -0.026 0.039
H -1.506 0.266 4.378 -0.034 -0.054 0.070
H -1.054 -1.403 4.073 0.031 -0.032 0.002
H -3.406 0.126 2.841 -0.091 -0.052 -0.020
H -3.509 -1.087 4.104 -0.022 0.058 0.015
H -2.889 -1.515 1.145 0.097 0.043 0.023
H -4.268 -2.063 2.075 -0.010 0.024 -0.073
H -2.757 -3.550 3.316 0.059 -0.014 0.032
H -0.940 -4.811 3.343 0.018 0.017 0.034
H 0.043 -4.927 2.004 0.021 -0.066 0.001
H -1.509 -2.463 0.142 -0.054 0.356 -0.092
H -0.294 -3.659 0.191 0.021 0.060 -0.019
S 1.295 3.641 0.694 0.412 -0.008 -0.066
C 2.692 3.734 -0.396 -0.056 0.116 -0.025
C 2.862 4.867 -1.194 -0.030 -0.028 -0.017
C 3.947 4.982 -2.049 -0.021 0.004 0.003
C 4.892 3.968 -2.130 0.012 0.000 -0.006
C 4.732 2.833 -1.348 0.004 0.045 -0.034
C 3.649 2.720 -0.489 0.039 -0.007 0.024
H 2.121 5.655 -1.139 0.019 0.017 -0.014
H 4.052 5.868 -2.663 0.004 0.014 0.027
H 5.747 4.066 -2.786 -0.019 -0.018 -0.024
H 5.462 2.035 -1.399 -0.014 -0.012 0.022
H 3.579 1.836 0.139 -0.049 0.002 0.036
O -1.660 -0.482 -0.450 -0.105 -0.425 0.102
C -0.767 0.024 -1.162 0.018 0.008 0.086
O 0.176 0.751 -0.744 0.118 -0.003 -0.164
C -0.790 -0.240 -2.647 0.087 -0.007 0.021
C 0.246 0.214 -3.457 -0.007 0.008 0.002
C 0.235 -0.055 -4.817 -0.013 0.005 0.004
C -0.815 -0.772 -5.375 0.000 0.004 0.006
C -1.852 -1.224 -4.569 -0.013 -0.006 -0.003
C -1.838 -0.960 -3.208 0.009 -0.018 -0.037
H 1.053 0.775 -3.006 -0.005 0.008 -0.001
H 1.043 0.299 -5.444 -0.005 -0.001 0.006
H -0.826 -0.979 -6.438 0.001 0.001 0.004
H -2.674 -1.779 -5.004 0.004 0.001 0.001
H -2.637 -1.306 -2.566 -0.013 0.019 0.011

Record 4
49
Properties=species:S:1:pos:R:3:forces:R:3 method="wB97M-V/def2-TZVPD" homo_lumo_gap_ha=0.2070 charge=+1
C -5.084 -4.678 -1.756 1.049 0.800 -0.995
C -3.550 -4.505 -2.077 0.422 -0.412 -0.027
C -2.932 -5.574 -2.874 2.091 1.846 0.537
C -1.522 -5.477 -3.238 -0.683 1.680 1.070
C -0.746 -4.319 -2.809 -2.124 0.305 0.753
C -1.367 -3.255 -2.004 -0.875 -2.028 -0.939
C -2.793 -3.334 -1.611 1.494 -1.541 -1.778
C -3.407 -2.194 -0.734 0.758 -1.688 0.685
N -2.564 -0.969 -0.905 -1.962 -0.680 -0.183
C -2.825 -0.196 -1.995 2.747 1.226 1.896
N -1.885 0.814 -1.907 -0.572 -1.026 0.288
C -1.089 0.655 -0.770 -0.177 -1.710 0.991
P 0.344 1.644 -0.107 0.243 -0.117 2.493
O 0.167 1.844 1.372 -0.189 -0.185 -1.480
C -1.534 -0.534 -0.064 -0.166 2.811 -3.440
H -5.478 -3.666 -1.489 -0.036 -1.078 0.039
H -5.568 -4.962 -2.734 0.273 0.067 1.222
H -5.278 -5.436 -0.960 0.116 0.695 -0.664
H -3.489 -6.476 -3.213 0.213 1.011 0.439
H -0.999 -6.242 -3.858 -0.737 0.610 0.643
H 0.324 -4.213 -3.102 -1.062 -0.153 0.315
H -0.696 -2.407 -1.737 -0.788 -0.714 -0.118
H -4.490 -1.992 -0.915 1.055 0.111 -0.089
H -3.321 -2.529 0.339 -0.123 0.608 -0.949
H -3.597 -0.307 -2.786 0.761 -0.099 0.915
H -1.788 1.573 -2.588 -0.080 -0.440 0.437
H 0.570 2.871 -0.794 -0.444 -0.604 -0.449
H 1.542 0.866 -0.274 -0.744 0.230 -0.728
H -1.160 -1.024 0.861 -0.595 0.407 -0.970
N 3.433 3.462 -0.268 0.005 0.014 -0.056
C 4.000 3.449 -1.518 -0.057 -0.025 -0.128
C 5.003 4.381 -1.534 -0.059 -0.095 -0.104
C 5.048 4.977 -0.246 -0.076 -0.021 0.128
C 4.071 4.389 0.513 -0.014 0.087 0.106
H 2.669 2.882 0.027 0.320 0.120 0.176
H 3.640 2.779 -2.283 0.070 0.037 0.007
H 5.636 4.611 -2.376 -0.033 -0.023 0.051
H 5.723 5.750 0.086 -0.039 -0.055 -0.010
H 3.775 4.549 1.537 0.036 0.038 -0.067
N 1.521 2.117 4.123 0.001 -0.080 0.026
C 2.705 2.798 4.207 -0.062 -0.001 -0.003
C 3.112 2.780 5.517 0.118 0.072 -0.110
C 2.139 2.055 6.251 -0.122 -0.101 0.057
C 1.172 1.656 5.363 0.002 0.027 -0.034
H 0.990 1.975 3.278 0.034 0.057 0.027
H 3.154 3.237 3.331 0.012 -0.018 0.076
H 4.009 3.236 5.905 -0.051 -0.028 -0.023
H 2.147 1.849 7.310 0.001 0.014 -0.062
H 0.267 1.088 5.507 0.048 0.046 0.031

Record 5
54
Properties=species:S:1:pos:R:3:forces:R:3 method="wB97M-V/def2-TZVPD" e_above_lowest_kcal_mol=39.50 homo_lumo_gap_ha="0.2516 / 0.2449" spin_multiplicity=3 charge=+1
Ti -0.085 0.090 0.098 -0.926 -0.769 -1.916
C 3.663 1.941 0.663 -0.099 -0.085 -0.016
C 2.333 1.280 0.812 0.169 0.397 0.170
N 1.398 1.303 -0.148 1.252 0.783 0.058
N 1.298 2.314 -1.077 0.136 0.341 -0.138
C 0.089 2.894 -1.173 -0.038 -0.013 0.241
N -0.086 3.867 -2.069 0.030 -0.021 -0.004
S -1.179 2.384 -0.164 -0.091 0.208 0.023
C 1.826 0.705 2.012 -0.061 0.174 -0.025
C 2.525 0.541 3.221 0.045 -0.069 0.134
C 1.831 0.231 4.366 0.126 0.040 -0.150
C 0.434 0.108 4.321 -0.151 0.024 -0.038
C -0.192 0.211 3.103 0.106 0.052 0.269
N 0.470 0.434 1.956 0.796 0.223 1.809
H 3.562 3.028 0.730 0.011 0.008 -0.007
H 4.360 1.626 1.435 0.007 0.014 -0.007
H 4.102 1.695 -0.307 0.039 0.011 0.015
H 2.107 2.673 -1.562 0.086 -0.042 -0.007
H 0.615 4.123 -2.742 0.033 0.036 0.021
H -1.007 4.257 -2.163 -0.035 0.017 -0.053
H 3.595 0.691 3.254 -0.006 -0.002 -0.008
H 2.355 0.110 5.305 0.017 0.027 -0.009
H -0.138 -0.067 5.220 -0.035 -0.001 -0.036
H -1.269 0.132 3.015 0.009 -0.081 0.003
C 2.328 -0.639 -2.875 -0.125 0.040 0.040
O 1.927 -0.987 -1.558 0.279 -0.237 0.149
C 1.862 -2.385 -1.378 -0.022 -0.018 0.128
C 1.901 -2.654 0.099 0.090 -0.080 -0.121
O 0.720 -2.151 0.731 0.251 0.110 -0.342
C 0.617 -2.702 2.043 -0.033 0.021 0.100
H 1.774 -1.214 -3.619 -0.027 0.024 -0.013
H 3.400 -0.815 -2.998 0.002 -0.007 -0.009
H 2.103 0.415 -3.020 0.033 0.020 -0.007
H 2.718 -2.879 -1.847 0.007 -0.025 0.000
H 0.938 -2.781 -1.819 0.022 -0.012 -0.054
H 2.781 -2.172 0.539 -0.012 -0.047 0.039
H 1.965 -3.733 0.264 -0.027 -0.003 0.045
H 0.556 -3.791 1.981 -0.001 0.011 -0.035
H 1.484 -2.420 2.648 -0.017 0.034 -0.009
H -0.289 -2.328 2.502 -0.057 0.024 0.002
S -0.814 -0.075 -2.378 0.050 -0.039 -0.293
C -1.661 -1.183 -1.435 -0.462 -0.253 -0.096
N -1.737 -1.062 -0.110 -1.373 -0.883 0.019
C -2.480 -2.096 0.459 -0.245 -0.242 -0.055
C -2.824 -2.234 1.800 0.061 0.095 -0.070
C -3.564 -3.333 2.201 -0.004 0.005 0.067
C -3.986 -4.288 1.280 -0.026 -0.062 -0.069
C -3.693 -4.144 -0.065 -0.031 0.030 -0.035
C -2.947 -3.045 -0.462 0.144 0.105 -0.004
S -2.453 -2.602 -2.076 0.079 0.126 0.203
H -2.539 -1.474 2.513 0.014 -0.022 0.046
H -3.832 -3.447 3.243 0.013 0.028 -0.005
H -4.561 -5.141 1.612 -0.009 0.021 0.005
H -4.047 -4.858 -0.797 0.008 -0.035 0.045

Record 6
46
Properties=species:S:1:pos:R:3:forces:R:3 method="wB97M-V/def2-TZVPD" e_above_lowest_kcal_mol=434.21 homo_lumo_gap_ha=0.2556 charge=+1
C -2.887 7.322 -2.382 -1.573 -0.226 -2.143
C -1.681 7.618 -1.848 -4.563 -15.447 -5.813
C -0.901 6.536 -1.655 7.223 -2.457 3.442
C -1.083 5.197 -2.032 4.048 -1.021 1.151
C -2.119 4.960 -2.772 -7.399 -2.485 -1.859
C -3.101 5.964 -2.789 1.841 2.728 0.261
H -4.018 5.797 -3.169 -2.910 -0.895 -1.508
H -2.555 3.870 -3.082 1.656 2.662 0.560
C -0.159 3.907 -1.831 -5.267 2.840 1.903
H 0.188 3.607 -2.730 0.959 -1.344 -2.824
H 0.539 4.216 -1.192 3.455 0.984 2.334
O -0.914 2.853 -1.080 2.133 3.691 -3.108
C -0.062 1.905 -0.758 -15.361 -3.102 6.511
C -1.117 0.953 0.083 14.467 -3.445 -4.262
C -0.444 -0.294 0.351 -7.540 0.616 5.047
C 0.840 -0.597 0.275 5.721 2.250 -5.047
C 1.725 0.409 -0.534 -10.568 -2.765 6.107
C 1.103 1.530 -0.903 8.772 2.483 -5.162
H 1.567 2.249 -1.674 0.467 -1.211 1.296
H 2.544 0.045 -0.739 8.556 -2.847 -2.408
O 1.391 -1.887 0.433 -0.473 1.331 3.752
C 1.776 -1.963 1.991 -0.146 1.920 -3.669
C 2.182 -3.347 2.079 4.187 -0.237 4.415
N 1.178 -4.218 1.655 4.567 2.304 -12.026
H 0.834 -3.783 0.386 0.901 0.110 4.439
C 1.634 -5.489 1.061 2.523 -2.457 0.270
H 2.475 -5.467 0.232 -2.306 0.502 1.367
H 2.093 -5.995 1.865 1.623 -0.332 1.158
C 0.395 -6.364 1.024 -0.551 3.414 -9.852
H 0.449 -7.262 1.389 0.741 -4.839 2.207
H 0.049 -6.490 -0.234 1.362 -0.345 3.412
C -0.660 -5.536 1.473 -1.754 0.507 7.888
H -1.388 -6.048 2.253 1.298 0.839 -1.768
H -1.243 -5.011 0.842 -1.754 1.466 -2.574
C 0.131 -4.421 2.358 -13.425 3.221 -4.346
H -0.709 -3.501 2.472 2.885 -2.149 0.059
H 0.427 -4.804 3.133 2.250 -3.889 9.256
H 2.384 -3.478 3.343 -0.324 -0.303 -3.553
H 3.182 -3.536 1.502 -2.011 0.326 1.154
H 2.618 -1.316 2.041 1.172 0.298 -0.069
H 1.124 -1.422 2.681 -1.053 -0.984 -0.397
H -1.183 -1.037 1.287 2.182 1.715 -3.186
H -1.978 1.150 0.377 -7.681 2.058 2.206
H 0.292 6.605 -0.997 -3.825 0.374 -1.978
H -1.410 8.336 -1.509 5.432 16.020 6.736
H -3.509 8.232 -2.674 0.059 -1.879 0.619

| no. | E (eV) |
| --- | --- |
| 1 | -50887.0809 |
| 2 | -35955.6759 |
| 3 | -86124.4647 |
| 4 | -37380.0953 |
| 5 | -87254.6833 |
| 6 | -25652.9992 |